Entry 1:
Here is a 6-piece molecular cluster, C54H114N6O6 overall from the OMol25 dataset. Energies are from the ωB97M-V functional and the def2-TZVPD basis.

Last column: Löwdin charge in e.
Atoms and positions in Å:
H 7.05044 -4.71052 5.96697  0.086
C 0.50091 -2.22091 1.41503  -0.043
O 3.09193 -4.13611 6.38848  0.008
H 1.75376 2.00488 -2.31398  0.062
H 0.80624 8.77154 -3.74088  0.070
C 0.10483 -2.30585 -1.06934  -0.031
H 1.83930 1.95100 1.35440  0.078
H 4.51736 -0.30094 4.44399  0.123
C 1.33592 6.63098 -5.91118  -0.158
H 5.06188 -3.17773 8.71608  0.089
N 4.04337 -3.09566 6.27544  -0.110
H 0.31366 -9.39631 -0.73176  0.114
C -0.00568 6.32810 -5.29205  -0.148
C 3.18554 8.17287 1.30105  -0.118
H 6.39991 -1.80173 4.35331  0.105
H -2.66283 -8.34536 -3.33678  0.100
H -1.43934 -8.62805 0.83998  0.120
H 1.38465 6.45824 -6.98834  0.106
C 2.39705 5.80424 -5.08252  -0.113
C -0.15597 8.27311 -3.62700  -0.017
N -1.46756 -7.69555 -2.02756  -0.142
H 0.55812 4.64778 0.74081  0.056
O -0.50137 7.81672 1.52993  -0.009
H 2.17208 10.23804 0.05960  0.088
H 0.17558 -6.47174 -3.95457  0.083
C 2.26296 6.01732 -3.56140  -0.479
C -3.35986 -7.93511 -0.58262  -0.037
H -0.85766 6.84600 -5.74622  0.115
C 4.65467 -0.91721 5.33250  -0.147
H -6.70414 -3.57651 -4.93123  0.107
C 1.75071 8.65163 1.53924  -0.502
H -4.01947 -7.40810 -1.27252  0.076
H -7.91889 -5.59617 -3.78911  0.127
H 3.09053 -4.25276 7.34545  0.093
H 0.92077 -3.03349 -1.12589  0.080
H -3.23267 -8.99489 -0.80061  0.090
H 2.83159 4.99584 2.63375  0.121
H -0.76149 5.44032 1.32408  0.072
H 4.99443 -4.80929 8.27548  0.079
O 0.88339 6.14907 -1.62966  -0.006
C -0.09983 -7.97046 -2.35137  -0.500
C 0.21112 5.09545 1.67592  -0.016
C -1.27628 0.51298 -0.58137  -0.181
H 1.18489 7.08335 4.37729  0.065
C -1.12592 -7.67910 0.39889  -0.149
C 3.02740 4.82118 -2.85893  -0.019
H 2.03009 10.39461 2.91881  0.085
H 0.99525 -7.78279 1.00475  0.111
H -2.32992 6.38111 -3.88873  0.088
C 2.25834 1.75069 0.37085  -0.016
H 5.96355 -4.27681 4.62753  0.069
H -9.65758 -2.72659 -2.17541  0.082
C 3.73489 -2.67078 3.82433  -0.029
H 3.26401 7.84074 0.26149  0.110
C -2.21313 -5.69927 -0.76795  -0.026
C 0.02167 -9.19223 -3.33341  -0.024
H -0.37269 5.30401 -5.40504  0.121
H 4.00524 4.63764 -3.30244  0.085
H -0.27088 2.45927 -0.58038  0.122
H -3.76816 -7.87748 0.42792  0.086
H 4.03369 7.07818 -2.79878  0.082
H 0.97098 9.09904 -0.47976  0.061
N 0.87753 7.48184 1.47396  -0.113
H -0.81561 7.42501 0.70769  0.093
H 3.20019 1.20903 0.42400  0.078
H 0.93374 5.40790 4.20634  0.082
H -0.31948 6.57796 3.76347  0.088
O -7.59388 -2.72191 -0.28096  -0.022
C 3.04945 7.29932 -3.21544  -0.033
C 6.12270 -1.36846 5.31352  -0.164
H -8.87642 -3.02252 -3.70242  0.069
C -2.00542 -7.23846 -0.74674  -0.510
C 1.14257 6.28289 2.21640  -0.474
H -1.29324 0.18780 -1.62491  0.106
H 1.73564 -8.52456 -1.24035  0.117
C -1.16998 -0.65360 0.38214  -0.118
C -6.35045 -4.16539 -4.08207  -0.178
H -1.70966 6.46447 -2.25983  0.071
N -7.04492 -3.46647 -1.37083  -0.086
H -2.98679 -5.39424 -0.05584  0.083
C -0.13328 6.74171 -3.79555  -0.516
H -5.78671 -4.94041 -4.61219  0.110
H 2.55185 7.91609 -2.46236  0.059
C 2.29302 -1.58945 5.52230  -0.040
H 0.30068 -5.84555 -2.24830  0.060
C -8.05500 -4.29361 -2.06671  -0.505
N 0.90500 6.10735 -3.02107  -0.141
H 3.19026 7.93766 -4.08941  0.079
H 0.13394 4.35639 2.46844  0.077
H 7.39022 -2.49316 6.74756  0.117
C -1.45173 6.16070 -3.27990  -0.044
C 0.22462 -1.38708 0.14445  -0.461
H 2.16519 4.74958 -5.24668  0.114
C 1.28472 0.88883 -0.49537  -0.501
H -0.56301 8.40706 -2.62391  0.074
H 0.50474 10.26963 0.60050  0.085
C -9.19398 -3.51150 -2.77894  -0.038
H -4.08143 -1.79837 -1.66343  0.079
H 2.34962 2.73379 -0.10113  0.069
O -2.31342 -7.47010 -3.13244  -0.002
H 2.67210 5.37114 0.93334  0.100
H 0.92770 0.42972 -2.63422  0.078
C -5.02117 -2.13183 -1.20809  -0.062
H -1.19401 -0.33299 1.42310  0.114
H 2.61968 0.55840 -2.19340  0.080
H 1.50368 7.71308 -5.92356  0.104
C 5.42724 -3.45364 6.59274  -0.529
H -9.58517 -5.67783 -1.60599  0.081
H 3.92588 8.92573 1.57172  0.123
H 1.93445 8.82955 3.73899  0.057
H 1.45644 -2.74760 1.37079  0.069
C 0.74678 6.35354 3.69298  -0.045
H 2.19506 -0.52368 5.30060  0.081
H 4.41508 -0.39908 6.26320  0.126
H -0.75015 -2.97657 -0.96644  0.061
C 0.49582 -6.67162 -2.93655  -0.018
C 1.62197 0.97283 -1.99417  -0.009
H 6.71798 -0.45222 5.37041  0.106
H -2.68211 -5.22744 -1.64032  0.071
C 3.71101 -2.09165 5.25298  -0.518
H 1.45205 -2.13900 5.10408  0.077
C 1.35350 9.60869 0.41247  -0.034
H -1.99686 -1.34380 0.20545  0.105
H 4.64123 6.56580 1.90574  0.110
H -10.04147 -4.11848 -3.10604  0.078
H -0.19797 -3.06355 1.45798  0.081
C 3.62611 6.91362 2.09249  -0.169
C -7.26230 -4.96931 -3.17668  -0.154
C 0.38236 -7.51128 0.14710  -0.151
H 3.61632 7.17664 3.15747  0.105
H 3.40291 6.03949 -5.42215  0.117
C 2.59093 5.79993 1.93454  -0.130
H -0.61407 -9.04046 -4.20732  0.069
H -5.32702 -1.26858 -0.61188  0.085
H 6.59105 -4.05973 8.32931  0.088
H 2.41212 3.94680 -3.07371  0.062
H 4.75168 -3.00009 3.58786  0.054
H -2.15026 1.16140 -0.48020  0.112
H -1.28650 -5.12684 -0.71598  0.051
C 0.66306 -8.41824 -1.07254  -0.137
C -6.85225 -1.33328 -2.75818  -0.012
H 3.10338 5.05245 -1.79973  0.066
H 2.11247 -1.58343 6.60290  0.084
H -0.19739 1.60242 0.83973  0.113
H -1.38634 5.08665 -3.08974  0.088
H 3.60466 -1.89322 3.06620  0.084
H -6.65094 -5.72939 -2.67573  0.116
H 0.06974 -1.79868 -2.03422  0.076
H -6.14399 -0.50520 -2.78174  0.083
O 2.59107 -1.11541 -0.00144  -0.018
H 1.58798 -6.63577 -2.83211  0.081
H 6.07853 -1.54042 7.41143  0.115
H 1.05684 -9.37591 -3.61262  0.083
H -4.69094 -3.99149 -2.73302  0.108
H -7.78851 -1.13976 -2.23851  0.076
H 1.25295 7.02811 -1.42844  0.064
C 6.01257 -4.51261 5.68825  -0.030
C -0.11042 1.43228 -0.23924  -0.160
C 6.34998 -2.21129 6.59415  -0.132
H -7.10325 -1.50122 -3.80748  0.069
H -1.39705 -7.03565 1.24643  0.122
H -8.93424 -4.76172 -0.19552  0.078
H -7.19641 -3.19063 0.45973  0.104
H 0.49792 -1.65886 2.34655  0.080
C -8.69366 -5.30226 -1.11090  -0.020
H -0.40905 -10.08362 -2.87246  0.079
H -4.57374 -2.93572 -0.61656  0.081
C 5.55295 -3.89151 8.05104  -0.054
C -5.40811 -3.32613 -3.22183  -0.150
H -4.85067 -2.60711 -3.82236  0.124
H 0.61536 -6.48128 -0.13122  0.099
H 3.13211 -3.53554 3.55017  0.086
N 1.36622 -0.42065 0.17220  -0.110
H -8.00540 -6.10347 -0.83875  0.082
H 2.77854 -0.85623 -0.91988  0.079
C 1.58350 9.40245 2.87565  -0.029
H 5.49851 -5.46687 5.82995  0.086
C -6.15286 -2.56793 -2.12330  -0.510
H -0.78152 8.72885 -4.39642  0.087
H 0.54362 9.44766 3.21232  0.087

Cartesian forces (eV/Å) of the 3 atoms listed first:
H 0.0662 0.1093 -0.1152
C -0.1324 -1.3375 -0.5243
O 0.7086 -0.1509 -0.2062

Summary:
SMILES: CC1(C)CCCC(C)(C)N1O.CC1(C)CCCC(C)(C)N1O.CC1(C)CCCC(C)(C)N1O.CC1(C)CCCC(C)(C)N1O.CC1(C)CCCC(C)(C)N1O.CC1(C)CCCC(C)(C)N1O
calculated total energy: -79062.68075 eV
relative energy (zero: lowest compared OMol25 entry of this formula, charge and spin): 4.5444 eV

Entry 2:
Here is a 6-piece molecular cluster, C54H114N6O6 overall from the OMol25 dataset. Energies are from the ωB97M-V functional and the def2-TZVPD basis.

Last column: Löwdin charge in e.
Atoms and positions in Å:
H -8.41700 16.07443 -13.73454  0.107
C -7.18822 16.91287 -10.78307  -0.034
C 3.47993 23.16943 -15.92829  -0.168
C -6.47992 15.68188 -14.28422  -0.155
H -0.07120 16.66797 -20.71643  0.073
H 0.03706 17.51568 -22.15396  0.080
H 3.08816 26.02694 -8.68411  0.070
H 2.35987 23.21482 -10.35119  0.087
C -2.33884 23.77845 -15.10610  -0.025
H -8.13576 13.93741 -12.28739  0.090
H 0.35589 22.33441 -20.16408  0.084
H 1.53682 19.48140 -22.19583  0.078
C 1.80906 24.91897 -12.94394  -0.041
C 1.10372 20.87237 -8.99802  -0.039
H -0.19060 21.67910 -13.55459  0.088
H -8.12605 17.44775 -10.61963  0.084
H 3.99386 24.50598 -8.73052  0.072
H 0.56028 25.40349 -8.59611  0.085
H -3.07358 16.59473 -12.42255  0.074
H -2.40404 19.64836 -13.09855  0.122
C -2.11946 20.27255 -15.11056  -0.519
H -5.67907 14.78895 -9.85586  0.087
H 3.51020 22.76585 -12.45334  0.087
H 3.53478 24.72809 -17.42622  0.110
C 0.00323 20.35171 -20.74753  -0.508
H -6.00151 19.83481 -16.82417  0.099
C -5.10145 20.94602 -19.09198  -0.040
N -5.94554 15.09710 -11.73309  -0.142
H 3.37235 23.36674 -6.17360  0.118
C -4.10879 13.86112 -12.86209  -0.015
C -7.67654 18.63774 -17.32303  -0.174
H 5.11367 26.91745 -17.24407  0.086
H -2.44691 18.13166 -15.08088  0.086
H -10.54144 19.04311 -19.17542  0.089
C -8.34234 14.75437 -11.59458  -0.028
H 0.15528 25.02210 -6.85016  0.061
H -3.08695 18.37635 -19.24406  0.063
C 4.42292 25.58824 -15.63889  -0.501
C 0.94422 22.12839 -8.10613  -0.488
H -5.02276 21.51931 -20.02351  0.085
C -6.33897 19.20989 -20.24946  -0.029
H 1.99091 22.59539 -14.53917  0.108
H 4.26785 27.67553 -15.80351  0.075
H 2.24893 25.45512 -12.10381  0.078
H -6.54369 19.80228 -21.14079  0.088
H -1.28754 23.59384 -15.32154  0.069
C -2.11350 22.40046 -12.96148  -0.127
C -2.38947 18.96702 -22.02934  -0.146
C 5.89582 25.51113 -15.18988  -0.036
H -2.42292 24.75069 -14.61055  0.079
H -2.72370 20.71626 -20.91117  0.099
H 3.15923 27.36496 -13.61051  0.110
H -0.53187 20.70326 -22.96607  0.121
C 1.43967 20.05438 -21.27962  -0.016
H 0.74658 18.17649 -19.62125  0.078
H -0.85692 19.27784 -13.68423  0.122
H -4.43941 15.64955 -14.62846  0.115
H 0.50614 19.97885 -8.82141  0.086
H -5.00670 21.63389 -18.25255  0.074
C 2.36184 23.78307 -6.19282  -0.129
C -5.09436 15.98140 -13.81322  -0.164
H -0.74940 22.90930 -9.27330  0.077
H 4.75341 23.24858 -13.43448  0.062
C -9.76049 21.69226 -18.20617  -0.041
C 0.92005 25.30645 -7.57179  -0.040
H -0.31842 21.21822 -15.74462  0.065
H -3.45297 18.75212 -22.19092  0.107
C -6.34111 20.06607 -18.95852  -0.463
H 3.95317 25.49775 -7.29107  0.073
H 2.20641 21.07634 -6.61485  0.119
C 0.08283 21.39859 -19.66803  -0.038
H 1.93220 19.58573 -20.42312  0.073
C 4.11729 24.41869 -16.55473  -0.144
H -1.33452 20.56400 -17.10401  0.067
H -4.73036 17.01162 -13.75060  0.108
C -1.04441 21.29951 -12.98507  -0.158
H 3.37452 26.87723 -17.10454  0.078
H -2.89165 23.97456 -16.02555  0.071
H -0.83877 21.57711 -19.11446  0.082
H 4.51070 24.34474 -12.28190  0.090
N 1.93155 23.15199 -8.49327  -0.095
H 0.62569 20.78705 -6.34244  0.122
H -2.79863 22.15160 -12.14471  0.105
C -2.98872 22.65318 -14.24123  -0.444
H -5.58516 18.36105 -17.88549  0.118
H 2.13467 20.52949 -8.88609  0.084
H -5.50264 18.55783 -20.51194  0.063
C -7.23808 15.79504 -11.83432  -0.498
H -0.16620 19.64534 -15.95020  0.092
H -9.96133 22.10332 -19.19583  0.070
C 1.31585 22.73483 -5.68619  -0.172
H -7.68536 17.89321 -16.52477  0.092
H 0.84832 21.26738 -18.90020  0.082
H -7.10651 22.52623 -19.67066  0.103
H -0.85301 21.94604 -22.03534  0.116
H -3.98314 19.05123 -15.12501  0.074
O 3.84162 26.68604 -13.58901  -0.013
H -7.12987 18.45940 -20.15302  0.059
H -2.77025 20.93283 -22.76858  0.121
C -8.72750 19.73129 -17.19342  -0.145
H -3.49439 17.17768 -20.47814  0.074
H -8.37618 14.39497 -10.56898  0.080
C -8.84781 20.47431 -18.56668  -0.517
H 1.05534 25.54510 -13.42747  0.089
C 3.89566 23.68180 -12.89778  -0.035
C -0.94702 20.39241 -16.10500  -0.006
C -3.69695 16.04722 -11.70557  -0.026
N -0.70465 19.17007 -20.24151  -0.127
H -1.65970 23.31078 -12.56034  0.111
C -7.46636 16.32240 -13.25729  -0.129
H -6.44710 17.70428 -10.95121  0.076
O -3.67061 21.60542 -16.27106  -0.040
H -10.66804 21.39878 -17.68106  0.082
C 1.25187 21.60964 -6.70127  -0.166
C -4.45469 22.92914 -13.81754  -0.025
H 4.26042 22.54474 -15.48788  0.105
H -2.99215 15.41816 -11.16329  0.072
H 5.04352 24.13719 -17.06309  0.117
H -3.36860 13.59710 -12.11037  0.066
H -9.25547 22.40674 -17.55621  0.082
N -3.07306 21.38016 -15.01282  -0.110
H -4.10939 16.78745 -11.02080  0.077
C 2.07989 24.27844 -7.60503  -0.493
H 3.12241 22.61093 -16.79569  0.106
H 6.08749 24.65152 -14.53575  0.072
H 1.43374 22.47093 -4.63344  0.108
O -5.79744 14.21043 -10.62189  -0.001
O -7.60889 21.80905 -20.07397  -0.011
H -4.59899 21.34741 -16.22604  0.070
H 1.25204 24.02580 -12.65664  0.074
H -2.17034 16.89412 -19.30007  0.080
H -7.41243 17.41314 -13.28623  0.113
C -2.67358 17.63225 -19.92606  -0.018
C 2.43092 23.53395 -14.88807  -0.146
C -9.68395 19.59295 -19.54405  -0.016
H -8.99036 18.93723 -20.07578  0.052
O 1.64718 23.57151 -9.80991  -0.031
H -0.82267 23.47181 -7.65772  0.054
C -0.71932 17.12148 -21.47153  -0.034
H 1.54890 23.96245 -15.37805  0.118
C -6.25044 19.19387 -17.67100  -0.085
C -0.53587 22.60612 -8.24902  -0.015
H -2.10177 18.67539 -23.04742  0.117
H -1.29031 16.29018 -21.88914  0.089
H -9.66677 19.38156 -16.76773  0.118
H -0.70902 21.02803 -11.98589  0.101
C -1.63298 18.22560 -20.91712  -0.466
H 0.90662 21.19907 -10.02145  0.060
H -8.31906 20.39639 -16.42283  0.115
H -4.16780 20.41844 -19.30605  0.065
C 2.99191 24.51087 -13.83372  -0.502
H -6.67241 16.02474 -15.30093  0.099
H -7.98572 18.03717 -18.18759  0.097
C 3.34201 25.13064 -8.11865  -0.018
H -4.89476 23.74825 -14.38945  0.077
C -1.60559 20.07585 -13.71598  -0.163
C -2.30856 20.48006 -21.89237  -0.177
H -3.62287 13.82955 -13.83925  0.074
H -9.85089 20.28841 -20.37314  0.081
H -4.87384 13.08824 -12.93831  0.081
H -6.78008 14.63270 -14.25449  0.119
H -1.12087 21.75411 -7.90083  0.087
C -4.72903 15.27613 -12.53713  -0.487
H 1.86347 21.05828 -21.32796  0.084
H -3.16531 19.03834 -16.53568  0.067
H -9.29855 15.16433 -11.92177  0.080
O -0.01364 18.57577 -19.16958  -0.016
H 2.37557 24.57244 -5.43951  0.119
H 0.31064 23.16797 -5.61562  0.098
H -4.37956 23.38128 -12.82371  0.073
H 6.59096 25.26655 -15.99437  0.081
H 6.23982 26.35204 -14.58851  0.081
C 4.29811 26.85821 -16.52539  -0.030
C -2.94342 19.02093 -15.46468  -0.029
H -6.72864 16.58501 -9.84527  0.071
N -7.54776 20.95445 -18.92178  -0.085
C -0.84172 20.85213 -21.92441  -0.152
H -5.09419 22.05489 -13.74542  0.084
H 1.23170 26.29400 -7.22876  0.082
N 3.48069 25.69763 -14.52006  -0.088

Cartesian forces (eV/Å) of the 3 atoms listed first:
H -0.5160 -0.0057 0.9429
C 0.2803 0.8401 0.3779
C 0.6948 0.4510 -0.5325

Summary:
SMILES: CC1(C)CCCC(C)(C)N1O.CC1(C)CCCC(C)(C)N1O.CC1(C)CCCC(C)(C)N1O.CC1(C)CCCC(C)(C)N1O.CC1(C)CCCC(C)(C)N1O.CC1(C)CCCC(C)(C)N1O
calculated total energy: -79060.87641 eV
relative energy (zero: lowest compared OMol25 entry of this formula, charge and spin): 6.3487 eV

Number 1: gap between HOMO and LUMO 8.343 eV. Number 2: gap between HOMO and LUMO 8.169 eV.